No. 1
Computed, not measured: a structure of composition C21H35N2O2OsSi2, with ωB97M-V/def2-TZVPD.

Calculated values
HOMO (spin up / spin down) = -17.38 / -17.38 eV
E = -1749.88190 a.u.
LUMO energy (spin up / spin down) = -11.74 / -11.85 eV
energy relative to the best compared isomer or geometry (same formula, charge and spin) = 41.7 kcal per mole
net charge = +3

Structure (XYZ):
```
63
C21H35N2O2OsSi2 (ωB97M-V/def2-TZVPD)
Os -0.168 -0.693 -0.147
C -1.204 1.430 3.412
C -0.512 1.615 2.097
C -1.148 1.306 0.875
C -0.542 1.654 -0.355
C 0.738 2.225 -0.358
C 1.366 2.509 0.845
C 0.744 2.219 2.051
H -1.479 2.409 3.812
H -0.548 0.963 4.147
H -2.113 0.840 3.325
H -2.188 1.017 0.899
H -1.133 1.681 -1.264
H 1.201 2.509 -1.295
H 2.323 3.019 0.837
H 1.217 2.512 2.982
C -1.525 -1.994 3.238
Si -2.840 -2.019 1.913
C -4.105 -0.663 2.057
C -3.745 -3.637 1.872
C -1.748 -1.886 0.265
C -1.017 -3.132 -0.153
C -1.319 -4.481 -0.226
C -0.329 -5.334 -0.703
C 0.915 -4.834 -1.083
C 1.161 -3.477 -0.984
N 0.192 -2.677 -0.532
Si -2.502 -1.095 -1.343
C -3.333 -2.411 -2.343
C -3.605 0.379 -1.231
C -0.809 -0.722 -2.349
H -1.978 -1.844 4.221
H -0.789 -1.202 3.084
H -0.998 -2.952 3.263
H -4.497 -0.718 3.078
H -4.955 -0.863 1.401
H -3.788 0.366 1.895
H -4.469 -3.618 2.693
H -3.105 -4.503 2.045
H -4.323 -3.790 0.957
H -2.292 -4.854 0.055
H -0.531 -6.394 -0.788
H 1.682 -5.490 -1.471
H 2.093 -3.020 -1.288
H -4.270 -2.667 -1.842
H -2.746 -3.314 -2.494
H -3.584 -1.994 -3.322
H -4.491 0.118 -0.652
H -3.956 0.582 -2.249
H -3.204 1.315 -0.844
H -0.569 -1.659 -2.852
H 0.152 -0.172 -2.306
H -1.351 -0.049 -3.031
N 3.818 -0.910 2.449
C 3.779 -0.501 0.999
C 2.374 -0.547 0.445
O 1.386 -0.695 1.259
O 2.187 -0.412 -0.772
H 4.563 -0.425 2.959
H 3.980 -1.914 2.560
H 2.920 -0.700 2.901
H 4.438 -1.148 0.424
H 4.154 0.519 0.921
```

No. 2
Computed, not measured: a structure of composition C21H35N3O2S, with ωB97M-V/def2-TZVPD.

Calculated values
HOMO = -7.82 eV
E = -1533.40739 a.u.
LUMO energy = 0.00 eV
energy relative to the best compared isomer or geometry (same formula, charge and spin) = 440.3 kcal per mole
net charge = 0

Structure (XYZ):
```
62
C21H35N3O2S (ωB97M-V/def2-TZVPD)
C -5.808 -3.009 0.186
C -5.262 -1.834 -0.722
O -5.379 -1.680 -1.951
C -4.762 -0.754 0.004
C -4.354 0.291 -0.647
C -3.899 1.263 0.519
C -3.973 0.676 1.886
S -4.592 -0.744 1.626
H -3.603 1.270 2.544
C -3.169 2.629 0.135
N -1.858 2.783 -0.185
C -1.074 2.185 0.775
H -1.166 0.850 0.992
C 0.543 2.332 0.553
N 0.851 1.621 -0.886
C -0.139 1.984 -1.674
C -1.506 1.672 -1.365
H -1.808 0.707 -1.219
H -2.067 2.341 -2.280
H 0.064 3.123 -1.906
H 0.103 1.438 -2.793
C 1.233 0.366 -0.616
C 0.513 -0.685 0.009
C 1.107 -2.119 -0.063
N 2.505 -1.985 0.074
C 3.420 -1.191 -0.417
C 2.790 0.011 -0.218
H 2.816 0.576 0.821
H 3.334 0.882 -0.620
H 4.386 -1.295 0.059
H 3.385 -1.328 -1.539
C 3.055 -3.499 0.411
C 4.249 -3.348 1.583
H 5.093 -3.080 1.107
H 4.433 -4.449 1.926
H 3.947 -2.575 2.443
C 3.593 -4.186 -0.904
H 4.409 -3.650 -0.908
H 3.860 -5.159 -0.468
H 2.650 -4.123 -1.371
H 2.363 -4.150 1.145
H 0.443 -2.853 0.529
H 1.067 -2.463 -1.284
H 0.430 -0.721 1.047
H -0.603 -0.771 -0.513
H 1.560 -0.076 -1.843
C 0.960 3.635 0.563
H 0.924 3.967 1.581
H 0.184 4.372 -0.200
C 2.159 4.103 0.060
O 3.325 3.620 0.827
H 3.262 2.654 0.857
H 2.626 5.179 -0.151
H 2.481 3.520 -0.892
H 1.222 1.677 1.411
H -1.137 2.776 1.982
H -3.313 3.283 0.936
H -3.807 3.137 -0.649
H -4.428 0.786 -1.523
H -6.464 -2.708 1.115
H -4.950 -3.490 0.564
H -6.226 -3.780 -0.460
```

No. 3
Computed, not measured: an isolated molecule of C21H36BrINO8PS, with ωB97M-V/def2-TZVPD.

Calculated values
HOMO = -9.21 eV
E = -5089.71882 a.u.
LUMO energy = -0.04 eV
energy relative to the best compared isomer or geometry (same formula, charge and spin) = 0.0 kcal per mole
net charge = 0

Structure (XYZ):
```
70
C21H36BrINO8PS (ωB97M-V/def2-TZVPD)
H 3.060 -2.346 -3.684
N 3.267 -2.970 -2.905
C 2.224 -3.129 -2.189
C 2.380 -4.050 -1.014
C 0.909 -2.475 -2.596
C 0.379 -1.236 -1.823
C 0.460 -1.454 -0.302
C -0.407 -2.574 0.235
C -0.541 -2.481 1.780
C 0.482 -3.420 2.444
C 0.776 -3.101 3.914
C -0.075 -3.926 4.889
C 0.480 -3.776 6.309
O -1.026 -1.247 -2.199
S -1.993 -0.093 -1.699
O -2.535 -0.459 -0.428
O -2.982 0.059 -2.715
C -1.090 1.511 -1.458
C -1.366 1.863 0.030
C -0.756 3.178 0.522
O -1.833 4.110 0.710
C -1.451 5.427 0.708
O -1.952 6.248 -0.057
C -0.425 5.871 1.744
C 0.678 6.703 1.110
P -1.980 2.783 -2.447
O -1.509 4.155 -2.253
O -1.985 2.378 -3.981
O -3.480 2.691 -1.902
C 0.461 1.398 -1.647
I 1.355 3.081 -2.705
C 1.046 0.067 -2.282
Br 2.941 0.095 -1.733
C 1.066 0.189 -3.805
C 0.012 0.083 -4.605
H 1.529 -4.705 -0.874
H 3.225 -4.691 -1.236
H 2.634 -3.507 -0.110
H 0.940 -2.273 -3.658
H 0.120 -3.212 -2.446
H 0.110 -0.532 0.164
H 1.493 -1.562 0.002
H -1.413 -2.556 -0.161
H -0.014 -3.563 0.028
H -1.521 -2.892 2.005
H -0.421 -1.461 2.129
H 0.167 -4.450 2.299
H 1.414 -3.304 1.888
H 0.716 -2.030 4.092
H 1.814 -3.385 4.094
H 0.001 -4.957 4.561
H -1.098 -3.563 4.821
H 1.527 -4.055 6.299
H 0.419 -2.727 6.583
H -0.089 -4.399 6.989
H -1.030 1.056 0.668
H -2.432 1.952 0.190
H -0.020 3.590 -0.162
H -0.284 3.020 1.490
H -0.981 6.523 2.409
H -0.038 5.016 2.289
H 1.413 6.922 1.880
H 0.309 7.656 0.752
H 1.179 6.194 0.292
H -2.560 2.964 -4.479
H -3.866 3.555 -2.093
H 0.909 1.473 -0.667
H 2.019 0.364 -4.273
H -0.999 -0.049 -4.264
H 0.158 0.186 -5.666
```

No. 4
Computed, not measured: a structure of composition C21H36CeCl2N3O4, with ωB97M-V/def2-TZVPD.

Calculated values
HOMO (spin up / spin down) = -5.04 / -5.00 eV
E = -2682.53499 a.u.
LUMO energy (spin up / spin down) = 0.17 / 0.17 eV
energy relative to the best compared isomer or geometry (same formula, charge and spin) = 126.0 kcal per mole
2S+1 = 2
net charge = 0

Structure (XYZ):
```
67
C21H36CeCl2N3O4 (ωB97M-V/def2-TZVPD)
O 3.458 1.630 -0.589
C 3.503 2.319 -1.592
C 2.568 3.425 -1.926
C 1.759 4.019 -0.937
H 1.663 3.550 0.045
C 1.106 5.222 -1.205
H 0.552 5.733 -0.413
C 1.180 5.798 -2.480
H 0.742 6.789 -2.669
C 1.830 5.101 -3.511
H 1.851 5.523 -4.521
C 2.507 3.912 -3.240
H 3.029 3.367 -4.030
H 4.300 2.122 -2.357
C 0.262 -0.646 -3.686
C -0.753 -0.003 -2.821
H 0.281 -0.243 -4.708
H 0.087 -1.726 -3.770
H 1.268 -0.518 -3.260
C -1.416 1.157 -2.808
C -2.636 1.544 -3.639
H -1.056 1.999 -2.199
H -2.439 2.437 -4.256
H -3.498 1.788 -3.001
H -2.930 0.716 -4.309
Ce -1.140 -0.345 -0.711
Cl -2.482 1.788 -0.011
Cl -2.770 -2.034 -1.738
C -3.138 -1.400 1.643
O -1.902 -1.522 1.388
N -3.791 -2.217 2.464
C -3.144 -3.423 2.969
C -5.226 -2.087 2.673
H -3.714 -0.589 1.165
H -2.059 -3.310 2.897
H -3.464 -4.305 2.395
H -3.444 -3.578 4.011
H -5.528 -1.083 2.363
H -5.467 -2.236 3.732
H -5.797 -2.824 2.088
H 1.844 -4.888 -0.648
H 4.366 -3.942 -0.434
C 1.748 -4.108 -1.415
C 4.039 -3.184 -1.162
N 2.601 -2.972 -1.075
H 0.708 -3.782 -1.488
C 2.085 -1.790 -0.745
O 0.843 -1.561 -0.773
H 4.538 -2.234 -0.947
H 2.801 -1.005 -0.443
H 2.084 -4.535 -2.368
H 4.311 -3.534 -2.169
C 0.135 -0.115 5.011
N -0.075 0.436 3.682
C -1.055 1.499 3.540
C 0.572 -0.021 2.589
C 1.639 -1.066 2.801
O 0.268 0.418 1.448
H -0.564 0.368 5.701
H 1.159 0.066 5.369
H -0.035 -1.203 5.028
H -0.604 2.388 3.086
H -1.887 1.179 2.905
H -1.417 1.739 4.544
H 1.205 -2.076 2.835
H 2.329 -1.020 1.961
H 2.211 -0.905 3.722
```